Entry 1:
An isolated ion of composition C5H8N3 and charge +1. Source: OMol25; level of theory: ωB97M-V/def2-TZVPD.

XYZ file:
```
16
Properties=species:S:1:pos:R:3:mulliken_charge:R:1
C 1.235 -0.258 1.260 -0.453
C 1.241 1.903 1.460 -0.130
C 0.291 0.178 0.311 0.634
C -0.559 -1.959 -0.201 -0.145
C -1.279 -0.155 -1.750 -0.890
N 1.734 0.834 1.950 -0.471
N 0.296 1.530 0.465 -0.080
N -0.495 -0.691 -0.446 0.076
H 1.674 -1.272 1.393 0.342
H 1.555 2.958 1.766 0.335
H -0.865 -2.659 -0.913 0.261
H -0.137 -2.307 0.825 0.278
H -2.326 0.135 -1.524 0.338
H -1.268 -0.979 -2.396 0.394
H -0.721 0.641 -2.313 0.354
H -0.376 2.101 0.113 0.157
```

SMILES: C=[N+](C)c1cnc[nH]1
LUMO (eV): -5.4357
HOMO energy (eV): -13.39
Charge: +1

---

Entry 2:
A 2-piece molecular cluster, CH2Cl2NO3P overall. Source: OMol25; level of theory: ωB97M-V/def2-TZVPD.

XYZ file:
```
10
Properties=species:S:1:pos:R:3:mulliken_charge:R:1
C -1.127 -1.850 1.814 -0.278
N -0.947 -0.867 1.099 0.425
O -0.611 0.041 0.471 -0.204
O 0.587 -0.025 -0.919 -0.455
O 1.967 0.996 -2.746 -0.567
P 1.134 1.286 -1.551 0.930
Cl -0.487 2.368 -2.197 -0.244
Cl 1.934 2.462 -0.146 -0.204
H -1.709 -1.682 2.629 0.287
H -0.741 -2.728 1.546 0.309
```

LUMO (alpha / beta) (eV): -1.9882 / -2.0675
HOMO energy (alpha / beta) (eV): -9.78 / -9.71

---

Entry 3:
A 2-piece molecular cluster, C6H15NO overall. Source: OMol25; level of theory: ωB97M-V/def2-TZVPD.

XYZ file:
```
23
Properties=species:S:1:pos:R:3:mulliken_charge:R:1
C 1.289 -0.473 -1.112 0.163
C 1.632 -1.943 -1.300 -1.334
O 2.187 0.196 -0.237 -0.491
H 3.090 -0.084 -0.429 0.260
H 1.306 0.026 -2.093 0.235
H 0.230 -0.450 -0.442 -0.131
H 2.653 -2.078 -1.672 0.420
H 0.955 -2.396 -2.022 0.318
H 1.545 -2.473 -0.351 0.341
C -0.372 1.507 2.276 -1.526
C -2.229 -0.576 -0.424 -1.042
C -0.840 1.077 0.921 0.968
N -0.552 1.930 -0.116 -0.536
C -1.237 -0.209 0.656 -0.543
H -0.408 1.434 -1.009 0.234
H 0.209 2.572 0.058 0.272
H -1.303 -0.862 1.518 0.400
H 0.679 1.222 2.419 0.279
H -0.960 1.044 3.062 0.378
H -0.431 2.583 2.402 0.411
H -2.050 -0.001 -1.334 0.249
H -2.134 -1.636 -0.664 0.331
H -3.262 -0.410 -0.106 0.344
```

SMILES: C/C=C(/C)N.CCO
LUMO (eV): 0.9422
HOMO energy (eV): -7.49

---

Entry 4:
C4H12N4O2 as an isolated structure. Source: OMol25; level of theory: ωB97M-V/def2-TZVPD.

XYZ file:
```
22
Properties=species:S:1:pos:R:3:mulliken_charge:R:1
C 0.958 -0.442 -0.764 0.507
C 0.868 -1.953 -0.592 -1.590
C -0.409 0.303 -0.722 0.524
N 1.658 -0.134 -2.009 -0.730
O -1.472 -0.363 -1.326 -0.494
O -0.397 1.551 -0.931 -0.777
H -1.405 -1.308 -1.134 0.384
H 1.542 -0.019 0.054 0.379
H 1.710 0.872 -2.132 0.307
H 1.140 -0.501 -2.802 0.263
H 0.370 -2.421 -1.448 0.415
H 1.876 -2.363 -0.542 0.351
H 0.344 -2.220 0.325 0.344
N 0.218 1.283 1.813 -0.358
N -0.003 2.495 1.364 -0.387
C -1.134 0.123 1.145 -0.164
N -1.143 -1.011 1.698 -0.566
H 0.172 1.137 2.821 0.284
H -0.751 3.030 1.811 0.216
H -0.070 2.443 0.292 0.389
H -2.068 -1.298 2.024 0.262
H -2.004 0.796 1.057 0.441
```

LUMO (alpha / beta) (eV): -1.0569 / -1.0566
HOMO energy (alpha / beta) (eV): -8.03 / -8.01

---

Entry 5:
C19H38Cl2CrN8O2S as an isolated structure. Source: OMol25; level of theory: ωB97M-V/def2-TZVPD.

XYZ file:
```
71
Properties=species:S:1:pos:R:3:mulliken_charge:R:1
Cr -0.252 -0.366 -0.977 0.037
N -0.329 -0.380 1.214 -0.280
C 0.958 0.053 1.833 0.683
C 1.427 -0.859 2.987 -1.078
C 1.825 -0.186 4.308 -0.926
C 3.293 0.242 4.457 -0.868
N 3.524 1.694 4.312 -0.170
C 4.630 2.227 3.762 0.602
N 5.210 1.639 2.726 -0.252
N 5.119 3.364 4.251 -0.384
C 2.000 0.142 0.727 -0.501
O 3.154 0.395 0.977 -0.774
O 1.543 -0.049 -0.487 0.158
H -1.112 0.079 1.670 0.395
H -0.458 -1.367 1.433 0.336
H 0.828 1.075 2.198 0.400
H 2.265 -1.467 2.638 0.443
H 0.619 -1.561 3.204 0.511
H 1.634 -0.912 5.098 0.394
H 1.169 0.661 4.526 0.470
H 3.931 -0.282 3.749 0.539
H 3.638 -0.034 5.454 0.394
H 3.128 2.249 5.057 0.257
H 4.677 1.005 2.142 0.276
H 6.091 1.978 2.374 0.250
H 4.866 3.690 5.170 0.225
H 5.852 3.864 3.776 0.218
C 1.660 -1.087 -3.160 -1.299
N 0.319 -0.443 -3.044 0.861
C -0.607 -1.195 -3.931 -1.241
C 0.415 0.954 -3.573 -1.120
C 0.635 1.920 -2.440 -0.778
N -0.436 1.711 -1.418 1.065
C -1.739 2.133 -2.008 -1.231
C -0.155 2.608 -0.274 -1.283
H 1.932 -1.154 -4.215 0.426
H 1.618 -2.091 -2.746 0.138
H 2.403 -0.508 -2.621 0.487
H -0.263 -1.116 -4.965 0.404
H -1.611 -0.782 -3.865 0.518
H -0.612 -2.246 -3.653 0.078
H -0.507 1.185 -4.102 0.511
H 1.224 1.020 -4.302 0.388
H 0.599 2.951 -2.800 0.557
H 1.597 1.755 -1.960 0.315
H -1.607 3.083 -2.530 0.300
H -2.471 2.278 -1.221 0.492
H -2.120 1.389 -2.701 0.332
H -0.236 3.650 -0.592 0.470
H 0.855 2.439 0.091 0.350
H -0.879 2.438 0.522 0.232
N -7.219 -1.049 0.196 -0.343
C -6.499 -1.446 -0.857 0.078
S -7.188 -2.082 -2.235 -0.248
C -5.052 -1.232 -0.844 0.914
C -4.450 -0.201 -0.096 -1.352
C -3.102 0.014 -0.193 -0.466
N -2.266 -0.729 -0.967 0.865
C -2.845 -1.765 -1.636 -0.525
C -4.186 -2.029 -1.614 -0.866
H -8.225 -1.125 0.175 0.240
H -6.792 -0.835 1.082 0.195
H -5.039 0.468 0.516 0.459
H -2.656 0.837 0.350 0.621
H -2.186 -2.406 -2.202 0.343
H -4.572 -2.865 -2.181 0.481
Cl -0.128 -4.794 -2.742 -0.042
C 0.736 -4.372 -1.299 -0.483
Cl 0.021 -2.898 -0.460 0.024
H 1.770 -4.127 -1.512 0.358
H 0.634 -5.149 -0.550 0.421
```

LUMO (alpha / beta) (eV): -9.9443 / -9.3800
⟨S²⟩: 0.76
2S+1: 2
HOMO energy (alpha / beta) (eV): -15.02 / -14.99
Charge: +3

---

Entry 6:
C3H4BrNS as an isolated structure. Source: OMol25; level of theory: ωB97M-V/def2-TZVPD.

XYZ file:
```
10
Properties=species:S:1:pos:R:3:mulliken_charge:R:1
C 0.453 1.653 0.411 -0.276
C -0.876 1.556 -0.011 -0.198
C 0.891 0.421 0.823 -0.456
N -1.475 0.432 0.159 -0.384
S -0.405 -0.672 0.767 0.012
Br -0.280 -4.953 -1.590 -0.219
H 0.848 2.640 0.292 0.389
H -1.502 2.277 -0.339 0.476
H 0.433 -3.597 -1.310 0.212
H 1.913 0.243 0.799 0.444
```

LUMO (alpha / beta) (eV): 0.4373 / -3.1493
⟨S²⟩: 2.03
2S+1: 3
HOMO energy (alpha / beta) (eV): -5.87 / -9.71

---

Entry 7:
One molecule with the formula C4H5NO. Source: OMol25; level of theory: ωB97M-V/def2-TZVPD.

XYZ file:
```
11
Properties=species:S:1:pos:R:3:mulliken_charge:R:1
C -2.163 -0.528 -0.262 -0.619
C -0.831 -0.355 0.104 0.112
C 1.137 0.901 0.089 -0.338
C 2.078 -0.156 -0.212 0.267
H -2.814 0.228 -0.929 0.249
H -2.484 -1.540 0.208 0.202
H -0.181 -1.043 0.816 0.235
H 0.965 0.844 1.175 0.356
H 1.592 1.881 -0.238 0.274
N 2.889 -0.961 -0.328 -0.367
O -0.188 0.730 -0.422 -0.371
```

SMILES: C=COCC#N
LUMO (eV): 0.7483
HOMO energy (eV): -9.22

---

Entry 8:
One molecule with the formula C4H4N2O2. Source: OMol25; level of theory: ωB97M-V/def2-TZVPD.

XYZ file:
```
12
Properties=species:S:1:pos:R:3:mulliken_charge:R:1
C -1.491 0.154 0.060 0.370
C 0.107 -0.307 0.035 0.534
C 1.241 0.823 0.035 -0.475
C 2.490 0.158 -0.033 0.265
H -1.943 -1.893 -0.053 0.284
H -3.197 -0.743 0.051 0.258
H 1.121 1.491 0.849 0.360
H 1.365 1.646 -0.754 0.281
N -2.266 -0.932 0.173 -0.359
N 3.556 -0.382 0.099 -0.455
O -1.520 1.393 -0.176 -0.557
O 0.537 -1.406 -0.285 -0.506
```

SMILES: N#CCC(=O)C(N)=O
LUMO (eV): -0.2442
HOMO energy (eV): -10.20

---

Result set for max |F|: 3.92 3.99 3.45 2.96 2.14 6.68 3.33 7.67 eV/A, one per record in the order listed.